# 1
Molecular formula: CH6O3Si
Method: DFT, ωB97M-V/def2-TZVPD

SMILES   C[Si@H](O)OO
HOMO-LUMO gap   0.383 hartree
Relative energy (zero: lowest compared OMol25 entry of this formula, charge and spin)   131.91 kcal per mole
HOMO   -9.885 eV

CARTESIAN COORDINATES (ANGSTROEM)
C  -1.25113  1.08606  0.57496
Si  -0.27360  -0.59936  0.18430
O  0.97578  -0.86114  1.27124
O  0.39021  -0.49331  -1.48008
O  1.80043  -0.14892  -1.54432
H  -2.19104  1.08829  0.13657
H  -1.46631  1.03570  1.64607
H  -0.56083  1.87592  0.59599
H  -1.05424  -1.92848  0.41625
H  1.68535  -1.28427  0.67271
H  1.94538  0.22951  -2.47369

Forces on atoms 1 to 3 (eV/Å):
C 1.9 -3.6 2.0
Si 0.1 0.7 -0.1
O 1.2 -0.4 -2.4



# 2
Molecular formula: C14H15F9MoNOS
Method: DFT, ωB97M-V/def2-TZVPD

Net charge   +1
HOMO-LUMO gap (alpha / beta)   0.271 / 0.303 hartree
⟨S²⟩   2.016
Relative energy (zero: lowest compared OMol25 entry of this formula, charge and spin)   7.72 kcal per mole
Spin multiplicity   3
HOMO (alpha / beta)   -12.138 / -12.990 eV

CARTESIAN COORDINATES (ANGSTROEM)
Mo  -0.06900  1.13034  0.53020
F  3.21272  0.60781  4.62616
C  3.25884  -0.56920  3.99210
F  2.25280  -1.32366  4.45171
F  4.40743  -1.16960  4.30771
C  3.14214  -0.37605  2.49720
C  4.19419  -0.65902  1.64275
C  4.06785  -0.46170  0.26973
C  2.87700  0.01827  -0.21863
N  1.86003  0.29276  0.61339
C  1.96621  0.11542  1.94613
S  0.47193  0.59284  2.75650
H  5.12017  -1.03819  2.05424
H  4.88342  -0.67787  -0.40337
H  2.70797  0.19668  -1.27195
C  -3.11708  -0.51650  -2.04177
C  -1.70655  -0.25931  -1.52332
C  -1.08146  0.95715  -2.20431
C  -1.69383  -0.02740  -0.00898
H  -3.10800  -0.71078  -3.11483
H  -3.75491  0.35158  -1.85997
H  -3.56746  -1.37598  -1.54563
H  -1.08655  -1.13357  -1.74172
H  -1.64825  1.86626  -1.99206
H  -1.01468  0.86524  -3.28877
H  -0.02976  1.12767  -1.88939
H  -1.72166  -0.93575  0.60145
H  -2.54986  0.59352  0.30320
C  -1.44256  5.03578  -0.06668
C  -0.14096  4.28869  0.15018
O  -0.36158  2.91226  0.27688
C  0.79832  4.46573  -1.06393
F  1.93611  3.77163  -0.91714
F  0.19072  3.98870  -2.16050
F  1.10000  5.73822  -1.27554
C  0.53380  4.74120  1.46786
F  -0.31034  4.53230  2.48489
F  0.84938  6.03287  1.43765
F  1.64465  4.03294  1.71718
H  -1.90018  4.71519  -0.99970
H  -1.25224  6.10653  -0.11467
H  -2.11788  4.83151  0.76062

Forces on atoms 1 to 3 (eV/Å):
Mo 0.4 -0.3 0.5
F 0.0 0.0 0.0
C 0.0 0.0 0.0



Electronic energy values, unit eV, following the record order: -15152.9954; -55442.1895.